a:
Entry from OMol25: one molecule with the formula C4H9N5 (ωB97M-V/def2-TZVPD).

Geometry (Å):
H 1.0477 -0.8800 3.9060
N 1.6297 -0.8015 3.1065
C 0.9909 -0.5809 2.0321
C -0.5421 -0.4247 1.8250
N -0.6728 -0.2877 0.3987
C 0.5423 -0.3473 -0.2178
N 0.7129 -0.2849 -1.4792
N -0.5763 -0.1361 -2.1362
C -0.7768 1.3007 -2.4923
N 1.5717 -0.3677 0.7489
H -1.0544 -1.2921 2.2792
H -0.8765 0.4840 2.3539
H -1.5103 -0.1846 -0.1928
H -0.5083 -0.6382 -3.0188
H 0.1687 1.7891 -2.8452
H -1.4936 1.3935 -3.2526
H -1.1815 1.8965 -1.6122
H 2.5288 -0.6381 0.5969

The LUMO energy comes out at 0.86 eV. The SMILES is [H]/N=C1\CN/C(=N\NC)N1. As for the molar mass: 127.15 Da. Its spin multiplicity is 1.

b:
Entry from OMol25: C4H9N5 as an isolated structure (ωB97M-V/def2-TZVPD).

Geometry (Å):
C 1.3099 1.6038 0.6360
C -0.0064 0.0296 -0.5221
C 0.6227 -1.2120 -0.3473
C -1.5298 -0.2306 -0.3998
H 0.8130 0.7967 1.7688
H 1.0405 3.0274 0.6581
H 2.6209 1.0865 0.0741
H -0.3158 2.0091 -0.7768
H 2.2508 -2.4871 0.3122
H 2.3222 -1.2039 -1.4990
H -1.9192 -2.3741 1.3394
H -2.8431 1.2295 -1.1117
H -2.4882 1.1282 0.9647
N 0.5613 1.2867 -0.6677
N 1.9414 -1.3744 -0.3937
N -0.2129 -2.1407 0.1828
N -1.4296 -1.6914 0.0034
N -2.7377 0.5166 -0.2216

The LUMO energy comes out at -0.56 eV. As for the molar mass: 127.15 Da. Its spin multiplicity is 1.

a (12.716 eV below the next structure)

a:
Entry from OMol25: C4H9N5 as an isolated structure (ωB97M-V/def2-TZVPD).

Geometry (Å):
C -2.1430 1.4581 0.3267
C -1.1924 -1.7743 0.0221
C 0.6580 -0.3598 0.0974
C 3.0386 0.1126 0.1117
H -3.4708 1.8387 -0.1469
H -1.4363 2.4215 -0.2438
H -2.0000 1.2484 1.6619
H -2.1720 0.5364 -1.5085
H -1.5299 -2.8599 0.4019
H 0.5849 -0.1921 -0.8934
H 2.1045 -0.5221 1.8351
H 3.7992 0.5662 0.7356
H 2.6027 -0.5103 -1.6092
N -1.6108 0.3552 -0.6275
N -2.2092 -1.0987 -0.5680
N -0.2362 -1.1347 0.6166
N 1.7410 -0.0236 0.8377
N 3.4718 -0.0616 -1.0495

The LUMO energy comes out at 0.23 eV. As for the molar mass: 127.15 Da. Its spin multiplicity is 1.

b:
Entry from OMol25: one molecule with the formula C4H9N5 (ωB97M-V/def2-TZVPD).

Geometry (Å):
H -1.2725 -2.1319 -0.7309
N -0.8627 -1.2608 -0.1974
C -1.7029 -0.2154 0.0018
N -3.0554 -0.1460 -0.3260
C -1.1058 0.9125 0.5778
C 0.0895 1.3212 0.3264
N 1.1070 0.8968 -0.5038
C 2.0010 -0.1279 -0.1831
N 1.5982 -1.0080 0.8130
N 3.1815 0.0934 -0.5783
H 3.7266 -0.7067 -0.2187
H -3.4507 -0.8855 -0.9607
H -3.3430 0.7636 -0.6606
H -1.7305 1.6609 1.1151
H 0.3728 2.2843 0.8493
H 1.5616 1.7063 -1.0260
H 2.2169 -1.8164 1.0972
H 0.6684 -1.3405 0.6049

The LUMO energy comes out at 0.73 eV. The SMILES is [H]/N=C(N)/C=C\N/C(N)=N/[H]. As for the molar mass: 127.15 Da. Its spin multiplicity is 1.

b (6.847 eV below the next structure)

a:
Entry from OMol25: one molecule with the formula C3H7N3S2 (ωB97M-V/def2-TZVPD).

Geometry (Å):
C 1.8563 -0.8597 -0.8770
N 1.2720 -1.0094 0.3832
N 1.0418 0.0003 1.2748
C 0.4265 1.0760 1.0512
S -0.2983 1.6020 -0.4209
N -1.6665 0.5830 -0.5336
C -2.8040 0.6591 0.2318
S -3.6905 -0.7039 0.1485
H 2.8243 -0.3337 -0.8920
H 2.0227 -1.8544 -1.0978
H 1.1817 -0.5737 -1.7092
H 1.7094 -1.7834 1.0515
H 0.4532 1.9278 1.6785
H -1.4433 -0.3407 -0.9367
H -2.8853 1.6107 0.6477

The LUMO energy comes out at 0.31 eV. The SMILES is CN/N=C\SNC=S. As for the molar mass: 149.24 Da. Its spin multiplicity is 1.

b:
Entry from OMol25: one molecule with the formula C3H7N3S2 (ωB97M-V/def2-TZVPD).

Geometry (Å):
C -1.2769 2.2314 -0.2416
N -0.4365 1.0470 -0.4204
C -0.8543 -0.1263 0.0967
S -2.4573 -0.7050 0.2194
S 0.4742 -1.3307 -0.0042
C 1.9898 -0.6737 -0.8155
N 2.4693 0.3871 -0.1864
N 2.2089 0.7002 1.0053
H -0.8181 2.9371 -0.9098
H -2.1307 1.9632 -0.9660
H -1.5785 2.4272 0.7720
H 0.6282 1.1047 -0.2887
H 2.2674 -0.9576 -1.9481
H 2.8496 1.5449 1.4030
H 1.6697 0.0245 1.4669

The LUMO energy comes out at 0.34 eV. The SMILES is CNC(=S)S/C=N\N. As for the molar mass: 149.24 Da. Its spin multiplicity is 1.

a (0.211 eV below the next structure)

a:
Entry from OMol25: one molecule with the formula CH2N2OS (ωB97M-V/def2-TZVPD).

Geometry (Å):
C -0.3241 0.9471 -0.1728
N -0.0045 0.2728 0.9319
N 0.1888 -0.8837 1.2090
O 0.6983 -1.6917 0.2258
S 0.7655 -1.3625 -1.3382
H -1.2980 0.7255 -0.5565
H -0.0261 1.9923 -0.2992

The LUMO energy (spin up / spin down) comes out at -1.30 / -1.31 eV. As for the molar mass: 90.11 Da. Its spin multiplicity is 1.

b:
Entry from OMol25: one molecule with the formula CH2N2OS (ωB97M-V/def2-TZVPD).

Geometry (Å):
S 1.8046 0.7697 -1.9969
C 0.8650 0.4558 -0.7805
N -0.6999 1.0655 -0.1826
O -0.4818 0.0419 0.7729
N 0.7800 -0.2064 0.4122
H -1.6421 1.1986 -0.4164
H 1.0012 -1.1330 0.6788

The LUMO energy comes out at 0.46 eV. The SMILES is S=c1[nH]o[nH]1. As for the molar mass: 90.11 Da. Its spin multiplicity is 1.

a (0.291 eV below the next structure)